Record 1
# C2H3Cl3O

2 unconnected molecules or ions with the total composition C2H3Cl3O at a distorted geometry (ωB97M-V/def2-TZVPD, OMol25).

For the total energy, the calculation gives -1533.695349 Ha. As for the spin multiplicity: 1. Its net charge is 0. The calculation puts the HOMO-LUMO gap (spin up / spin down) at 8.49 / 7.99 eV. The calculation puts the energy above the lowest of the compared OMol25 structures with the same formula, charge and spin at 3.492 eV. Its HOMO energy (spin up / spin down) is -8.096 / -7.960 eV.

Last column: Löwdin charge in e.
Element x y z (Å)
C -1.1927 0.4027 0.4040  -0.720
C 1.4700 0.3974 0.1926  -1.184
O -1.5484 -0.1277 -0.7474  -0.099
Cl -1.3883 2.1149 0.6379  0.583
Cl 1.7351 1.5993 1.3339  0.553
Cl 1.6706 0.8764 -1.3898  0.598
H -1.7114 -0.2473 1.2389  0.120
H 1.7166 -0.6185 0.4876  0.025
H -1.4258 0.4655 -1.5459  0.124

Force components x, y, z for each atom (eV/Å):
-0.3 -1.2 2.2
-1.4 -0.7 1.1
-0.4 0.5 -2.6
-0.1 -0.1 -0.1
0.5 0.5 0.9
0.1 0.0 -1.3
1.5 1.5 -1.3
0.0 0.3 -0.3
0.1 -0.7 1.5

***

Record 2
# C33H56N2O7S2

2 unconnected molecules or ions with the total composition C33H56N2O7S2 at a distorted geometry (ωB97M-V/def2-TZVPD, OMol25).

For the total energy, the calculation gives -2723.210264 Ha. As for the spin multiplicity: 1. The SMILES is CCOCCCCC[C@@]1(CCCO)CS(=O)(=O)O[C@@](CCO)(CCSc2nnco2)[C@]1(CC)CCC(C)C.c1ccccc1. Its net charge is 0. The calculation puts the HOMO-LUMO gap at 9.47 eV. Its HOMO energy is -9.194 eV.

Last column: Löwdin charge in e.
Element x y z (Å)
C 6.1691 2.1863 0.2649  -0.074
C 5.1986 2.6886 -0.9333  -0.243
O 4.4359 3.8061 -0.3798  -0.210
C 3.1569 3.3055 0.0873  -0.232
C 2.4316 4.2651 1.1426  -0.144
C 0.8510 4.1275 0.9173  -0.196
C 0.0903 3.3620 2.1401  -0.177
C -1.3008 2.7032 1.7151  -0.137
C -1.2443 1.1136 1.3775  -0.297
C 0.1952 0.6777 0.8326  -0.129
C 1.3381 0.2383 1.8257  -0.139
C 1.5450 -1.3729 1.9543  -0.215
O 2.7780 -1.8199 1.3248  -0.125
C -1.5505 0.4395 2.8144  -0.132
S -2.0977 -1.3178 2.6574  0.767
O -1.1044 -2.1295 3.4789  -0.337
O -3.4386 -1.6195 3.2577  -0.312
O -1.8409 -1.7058 1.0938  -0.253
C -2.5483 -0.9063 0.0924  -0.316
C -2.0795 -1.6072 -1.2747  -0.076
C -1.3486 -3.0502 -1.0797  -0.206
O 0.0779 -2.9092 -0.8033  -0.091
C -4.1110 -1.3710 0.2285  -0.172
C -4.3664 -2.9344 0.3436  -0.418
S -4.8247 -3.7598 -1.2945  0.911
C -3.8745 -5.3519 -1.3846  -0.540
N -3.0263 -5.6605 -2.4737  -0.032
N -2.3952 -6.8661 -2.3085  0.023
C -2.8983 -7.3039 -1.0527  -0.100
O -3.8112 -6.4111 -0.4428  -0.022
C -2.3444 0.6892 0.2188  -0.215
C -3.7284 1.5289 0.3634  -0.184
C -4.4070 1.6512 1.7907  -0.110
C -1.7683 1.3916 -1.1396  -0.136
C -2.8311 1.3576 -2.3812  -0.173
C -3.3434 2.8362 -2.7890  -0.371
C -4.3974 2.7298 -4.0311  -0.100
C -2.1053 3.7176 -3.3725  -0.092
H 7.1804 2.6980 0.1493  0.075
H 5.7054 2.5737 1.2383  0.084
H 6.3012 1.0579 0.2961  0.058
H 4.5192 1.8291 -1.2819  0.116
H 5.8123 3.0052 -1.8364  0.118
H 2.4930 3.2011 -0.8529  0.130
H 3.3249 2.2554 0.4974  0.100
H 2.7075 5.3412 0.8312  0.121
H 2.7762 4.1373 2.2174  0.118
H 0.4264 5.1990 0.8877  0.115
H 0.5488 3.6506 -0.0723  0.086
H 0.7848 2.7082 2.7548  0.097
H -0.1893 4.2321 2.8493  0.118
H -2.0038 2.8830 2.6127  0.105
H -1.7343 3.3463 0.8886  0.110
H 0.6080 1.5416 0.1887  0.107
H 0.0837 -0.1865 0.0738  0.120
H 2.3395 0.5993 1.3771  0.105
H 1.3192 0.6540 2.8818  0.097
H 1.6303 -1.6306 3.0661  0.123
H 0.6789 -1.9674 1.5249  0.094
H 3.4602 -1.9936 2.0117  0.086
H -0.6868 0.4763 3.5525  0.120
H -2.4023 0.9582 3.3913  0.109
H -3.0069 -1.6957 -1.9525  0.106
H -1.3078 -1.0686 -1.9046  0.108
H -1.3929 -3.5212 -2.1340  0.124
H -1.8825 -3.7638 -0.3952  0.099
H 0.4244 -2.2582 -1.4586  0.097
H -4.6394 -0.9034 1.1164  0.100
H -4.6421 -0.9840 -0.7134  0.113
H -5.3299 -3.0602 0.9660  0.095
H -3.5852 -3.5387 0.9027  0.094
H -2.5064 -8.2884 -0.6549  0.136
H -3.5341 2.6138 0.0216  0.106
H -4.5551 1.1740 -0.3422  0.109
H -5.5452 1.7622 1.6303  0.091
H -4.1167 2.5846 2.4001  0.081
H -4.3071 0.7160 2.4575  0.062
H -1.5372 2.4954 -1.0105  0.094
H -0.8392 0.9139 -1.5688  0.100
H -3.6815 0.6184 -2.2156  0.100
H -2.2810 0.9800 -3.3240  0.120
H -3.9113 3.3657 -1.9603  0.117
H -4.3301 3.7030 -4.6450  0.071
H -4.1698 1.8638 -4.7304  0.080
H -5.4432 2.7198 -3.5836  0.073
H -1.6330 4.2381 -2.4580  0.069
H -1.2816 3.0481 -3.7982  0.087
H -2.4432 4.5431 -4.0737  0.072
C 6.2552 -4.6930 0.5961  -0.092
C 5.3644 -3.6290 0.4950  -0.094
C 5.8028 -2.3964 0.0200  -0.096
C 7.1308 -2.2315 -0.3631  -0.100
C 8.0203 -3.2968 -0.2652  -0.100
C 7.5841 -4.5262 0.2182  -0.100
H 5.9140 -5.6527 0.9695  0.101
H 4.3277 -3.7599 0.7871  0.092
H 5.1095 -1.5651 -0.0527  0.088
H 7.4718 -1.2722 -0.7381  0.093
H 9.0550 -3.1683 -0.5654  0.099
H 8.2791 -5.3548 0.2994  0.099

Force components x, y, z for each atom (eV/Å):
-0.3 0.5 -0.4
0.7 -0.7 0.9
-0.5 -1.2 -0.4
-0.3 -0.2 -0.2
0.1 0.6 -1.9
-0.6 0.3 1.2
-0.2 1.7 0.0
0.2 0.3 0.8
-0.3 0.1 0.6
0.5 0.1 -1.0
1.3 -0.9 -0.2
-0.1 0.2 1.2
-0.1 0.2 0.6
-1.0 0.7 -0.2
1.8 -3.6 5.6
-1.8 2.3 -3.2
1.8 1.7 -2.9
-0.4 1.5 1.8
-1.7 -1.1 -1.3
0.4 -0.7 -0.3
-0.3 0.4 -2.6
-1.2 0.6 -0.1
-0.1 0.4 -0.6
-1.0 -0.4 1.2
1.2 -1.7 0.6
3.0 -1.4 -2.5
-2.4 1.5 2.7
-3.7 -0.1 5.6
1.4 1.2 -3.3
1.8 -0.3 -2.7
0.3 2.3 -0.5
-0.5 0.7 0.5
-1.3 -0.2 0.7
-0.7 -0.7 -1.5
0.5 0.6 -0.4
-0.1 -0.5 -2.3
0.2 0.9 0.7
0.2 -0.1 2.2
-1.3 -0.8 0.2
0.7 -0.8 -1.3
-0.1 1.4 0.0
0.8 1.3 0.5
-0.9 0.0 1.2
0.8 0.1 1.5
-0.4 1.3 -0.3
-0.2 -1.7 0.5
-0.6 -0.1 -1.4
0.5 -1.7 0.0
0.8 0.5 1.2
-0.9 0.5 -1.1
0.4 -1.5 -0.9
1.0 -0.5 -1.5
0.6 -1.0 0.8
-0.8 -1.2 1.1
0.1 1.2 1.3
-1.5 -0.5 0.7
-0.3 -0.3 -1.4
-0.4 0.3 -1.5
1.2 0.9 0.4
-0.9 0.3 -0.7
-0.9 -0.5 -1.3
1.1 -0.8 -1.3
1.6 -0.1 1.1
-0.9 -0.1 1.0
-0.3 0.6 1.6
1.1 1.0 -0.4
-0.4 -0.8 0.7
0.9 -0.5 -1.1
0.7 -0.5 1.3
1.6 0.2 -0.9
-0.8 0.9 -0.9
-1.2 1.6 0.2
-0.1 -1.8 0.5
1.5 0.2 0.9
1.7 -0.1 0.2
-0.2 -1.5 -1.0
0.0 1.5 -1.0
-0.2 -1.5 0.4
-0.9 0.5 0.9
1.0 1.1 -0.1
-0.8 0.5 1.4
1.0 -0.6 -0.9
-0.2 -1.5 0.9
-0.5 1.0 1.0
1.2 -0.5 -0.9
-0.4 -0.6 -1.4
-1.3 1.0 0.2
0.5 -1.3 0.8
0.1 0.1 0.0
0.0 0.0 0.0
0.1 0.0 0.0
0.0 -0.1 0.1
0.0 0.0 0.0
-0.1 0.1 0.0
0.0 0.1 0.0
0.1 0.0 -0.1
0.0 -0.1 0.0
0.0 -0.1 0.0
-0.1 0.0 0.0
0.0 0.1 0.0

***

Record 3
# C4H11NO

A single C4H11NO molecule at a distorted geometry (ωB97M-V/def2-TZVPD, OMol25).

For the total energy, the calculation gives -288.948524 Ha. As for the spin multiplicity: 1. The SMILES is C[C@H](N)[C@@H](C)O. Its net charge is 0. The calculation puts the HOMO-LUMO gap at 10.45 eV. The calculation puts the energy above the lowest of the compared OMol25 structures with the same formula, charge and spin at 1.864 eV. Its HOMO energy is -9.581 eV.

Last column: Löwdin charge in e.
Element x y z (Å)
C 1.3526 1.0061 -0.5338  -0.074
C 0.7202 -0.2398 0.2012  -0.395
C -0.8655 -0.2063 0.4783  -0.437
C -1.2445 1.0940 1.0811  -0.086
O -1.5448 -0.3976 -0.7433  -0.004
N 1.3181 -1.4359 -0.3835  -0.003
H 1.3994 0.9081 -1.6680  0.091
H 0.9662 1.9769 -0.1357  0.059
H 2.4592 1.0695 -0.2785  0.080
H 1.0880 -0.2690 1.2475  0.131
H -1.0208 -0.9089 1.2920  0.132
H -2.3518 1.1878 1.1640  0.090
H -0.7981 1.1839 2.1719  0.125
H -0.9100 2.0036 0.5038  0.077
H -0.8356 -0.9338 -1.0883  0.056
H 2.3283 -1.2359 -0.6022  0.092
H 1.0298 -1.6741 -1.3363  0.066

Force components x, y, z for each atom (eV/Å):
0.9 0.3 0.4
0.6 1.4 0.7
2.3 0.9 -0.2
0.1 2.3 1.9
0.3 -0.5 0.6
1.0 -0.9 -0.9
-0.8 0.3 1.4
0.1 -0.7 -0.9
-1.2 -0.4 0.0
0.1 0.4 -0.5
-0.5 -1.0 -0.5
0.7 -0.3 0.0
-0.9 -0.1 -2.1
-0.3 -1.1 0.5
-0.6 -0.7 -1.6
-1.2 -0.2 0.9
-0.6 0.2 0.3